{
  "formula": "C29H32AsN2NiO2P",
  "method": "wB97M-V/def2-TZVPD",
  "symbols": ["C", "H", "H", "H", "H", "C", "H", "H", "C", "H", "C", "O", "N", "C", "H", "H", "H", "H", "H", "C", "H", "C", "H", "H", "C", "As", "H", "P", "C", "C", "C", "C", "H", "O", "H", "H", "H", "H", "H", "H", "H", "C", "C", "C", "H", "C", "C", "H", "C", "C", "C", "C", "H", "Ni", "H", "H", "N", "H", "H", "C", "C", "C", "C", "C", "C", "H", "C", "C"],
  "xyz": [[-4.97, 0.82, 2.10], [-1.36, -2.23, 1.25], [5.54, 2.40, -0.22], [-2.24, 2.16, -4.41], [-0.49, -1.43, -1.79], [-5.20, 1.72, -2.84], [-4.66, 1.97, -4.90], [-0.74, -3.05, -2.50], [-1.47, 2.46, 0.73], [-1.35, 2.59, 1.80], [3.71, 1.59, -0.97], [0.86, 2.52, 0.10], [1.85, -2.63, -0.64], [3.03, -2.54, 0.06], [6.36, 3.10, -2.43], [0.89, -4.27, -1.59], [-6.86, 2.79, 4.09], [-4.81, -0.23, 1.86], [-1.90, -3.91, 1.11], [-1.49, -3.07, 0.56], [-2.31, -5.01, -1.67], [3.24, 1.09, 0.39], [-6.56, 0.41, 3.47], [1.97, 0.88, -2.01], [-2.95, 2.01, -3.61], [-2.66, -2.53, -0.91], [-1.65, -1.66, -3.12], [-2.79, 1.21, 0.41], [-2.48, 1.89, -2.31], [2.80, -4.67, -0.56], [4.63, 2.39, -3.47], [4.94, 2.22, -1.10], [-3.70, 3.88, 1.43], [-0.27, 0.64, -0.32], [-6.26, 1.67, -3.05], [4.46, -1.14, 0.89], [-5.45, 1.41, -0.74], [2.95, -5.73, -0.72], [2.79, 1.60, -4.23], [2.45, 1.76, 0.76], [-1.68, 3.43, 0.27], [3.64, -3.80, 0.12], [-1.26, -2.13, -2.22], [3.46, -1.26, 0.46], [-5.41, 4.51, 3.08], [2.94, 1.37, -2.11], [3.39, 1.77, -3.35], [4.08, 1.10, 1.09], [1.72, -3.91, -1.01], [-0.16, 1.86, 0.14], [-5.30, 3.47, 2.79], [-4.30, 1.90, -3.88], [-3.91, -4.78, -0.91], [0.97, -0.83, -0.77], [-0.50, -3.34, 0.18], [-3.63, -4.22, -2.57], [2.70, -0.25, 0.25], [-1.42, 1.97, -2.12], [4.99, 2.69, -4.45], [-4.33, 3.12, 1.86], [5.40, 2.62, -2.34], [-4.16, 1.78, 1.51], [-3.17, -4.33, -1.59], [-5.95, 1.17, 3.02], [-3.38, 1.65, -1.26], [4.57, -4.03, 0.62], [-4.74, 1.57, -1.54], [-6.11, 2.51, 3.36]],
  "multiplicity": 1,
  "total_energy_ha": -5469.64637,
  "e_lumo_ha": [-0.0595, -0.0633]
}